Record 1
34
Properties=species:S:1:pos:R:3 method="wB97M-V/def2-TZVPD" total_energy_ha=-747.3759 smiles=Cc1c[nH]cc1C.O.O.O.O.O.O e_lumo_ev=0.291 e_above_lowest_kcal_mol=41.9 gap_ev=8.79 fmax_ev_per_a=1.90
C 2.600 1.215 -1.161
C 1.767 1.307 0.071
C 1.607 2.387 0.893
N 0.987 2.020 2.054
C 0.732 0.661 1.988
C 1.140 0.217 0.750
C 1.145 -1.231 0.374
H 2.127 1.448 -2.112
H 2.980 0.191 -1.235
H 3.524 1.778 -1.078
H 1.714 3.452 0.747
H 0.967 2.553 2.905
H 0.544 0.169 2.926
H 0.239 -1.743 0.692
H 1.346 -1.375 -0.669
H 1.838 -1.863 0.945
H -2.386 -0.923 -2.135
H -1.944 0.489 -1.614
O -2.669 -0.012 -2.008
H -1.223 -1.912 -0.701
H -1.806 -3.330 -1.153
O -1.043 -2.747 -1.141
H 1.797 -2.816 -1.665
H 3.182 -2.264 -1.254
O 2.743 -2.961 -1.746
H -0.629 2.420 0.214
H -0.742 2.486 -1.441
O -1.098 2.207 -0.596
H -3.625 0.472 1.374
H -2.355 1.340 1.337
O -3.180 1.196 1.809
H -3.898 -1.236 0.364
H -3.312 -2.099 1.490
O -3.067 -1.498 0.777

***

Record 2
14
Properties=species:S:1:pos:R:3 method="wB97M-V/def2-TZVPD" total_energy_ha=-663.8809 e_lumo_ev="-5.130 / -4.636" e_above_lowest_kcal_mol=121.6 gap_ev="6.56 / 7.56" fmax_ev_per_a=3.96 charge=+1
C 1.696 0.837 -0.282
C -1.096 0.792 0.091
C 2.868 0.371 -0.134
C -0.217 -1.408 0.134
N -1.183 -0.528 -0.131
N -2.080 1.691 -0.179
S 0.419 1.738 0.138
H 3.539 0.311 0.700
H 3.573 -0.118 -0.786
H -0.160 -2.369 -0.420
H 0.502 -1.219 0.816
H -2.040 -0.681 -0.652
H -1.920 2.618 -0.600
H -2.920 1.544 0.338

***

Record 3
12
Properties=species:S:1:pos:R:3 method="wB97M-V/def2-TZVPD" total_energy_ha=-451.8360 smiles="O=CN(C=O)/C=N/O" e_lumo_ev=0.230 e_above_lowest_kcal_mol=90.2 gap_ev=10.37 fmax_ev_per_a=5.37
C 0.859 -0.344 -0.037
C -0.880 1.005 0.687
C -1.199 -0.263 -1.283
H 2.979 -0.421 2.106
H 1.590 -0.695 -0.987
H -0.155 1.260 1.507
H -2.307 0.072 -1.105
N 1.242 -0.401 1.230
N -0.478 0.050 -0.152
O 2.771 -0.574 1.074
O -1.986 1.386 0.536
O -0.802 -0.831 -2.268